# 1
The following is a quantum chemistry calculation of a cluster of 5 separate species, C15H45O20P5 in total at a distorted geometry, from OMol25.

```
! RIJCOSX wB97M-V def2-TZVPD def2/J DEFGRID3
* xyz 0 1
C 1.095 3.786 5.119
O 1.102 2.361 5.290
P 2.448 1.498 5.315
O 2.405 0.063 5.791
O 2.808 1.448 3.719
C 2.771 0.197 3.037
O 3.728 2.364 5.890
C 4.932 1.717 6.263
H 0.285 4.514 5.478
H 1.575 3.927 4.173
H 1.925 3.981 5.714
H 2.055 -0.303 3.237
H 3.571 -0.560 3.157
H 2.612 0.324 1.923
H 5.018 0.722 6.422
H 5.124 2.168 7.226
H 5.822 1.935 5.575
C 0.820 -0.431 -3.253
O 1.920 0.080 -2.691
P 2.512 -0.620 -1.275
O 1.523 -1.726 -0.782
O 3.705 -1.471 -1.968
C 4.324 -2.439 -1.280
O 3.405 0.044 -0.200
C 4.054 1.308 -0.376
H 1.269 -1.133 -4.063
H 0.225 0.220 -3.769
H 0.218 -0.869 -2.527
H 3.973 -3.470 -1.620
H 4.459 -2.354 -0.213
H 5.340 -2.503 -1.528
H 3.989 1.923 0.520
H 3.464 1.986 -1.130
H 4.954 1.156 -0.907
C 0.892 -5.575 1.124
O 0.878 -4.569 0.216
P -0.440 -3.796 -0.246
O -1.536 -4.779 -0.183
O -0.810 -2.606 0.799
C -1.215 -1.293 0.296
O -0.348 -3.408 -1.740
C 0.375 -4.059 -2.731
H 0.086 -5.331 1.873
H 1.895 -5.845 1.615
H 0.943 -6.504 0.608
H -0.524 -0.561 -0.131
H -1.764 -0.785 0.894
H -1.947 -1.555 -0.388
H 0.323 -3.733 -3.665
H 0.178 -4.979 -2.776
H 1.334 -4.025 -2.445
C -5.952 1.722 -3.757
O -4.860 0.991 -3.282
P -5.130 -0.261 -2.324
O -5.587 0.179 -0.906
O -6.173 -1.091 -3.046
C -7.109 -1.799 -2.275
O -3.675 -1.032 -2.128
C -2.826 -1.128 -3.127
H -5.589 2.663 -4.411
H -6.346 2.358 -2.830
H -6.599 1.081 -4.328
H -7.912 -2.358 -2.777
H -7.669 -0.982 -1.522
H -6.698 -2.575 -1.779
H -2.072 -1.663 -2.823
H -2.493 -0.041 -3.449
H -3.260 -1.634 -3.844
C 0.992 4.915 -0.739
O 0.811 3.896 0.281
P -0.031 2.623 -0.004
O 0.801 1.547 -0.204
O -1.200 2.223 1.015
C -0.746 2.024 2.337
O -0.773 2.793 -1.483
C -1.997 2.097 -1.752
H 1.791 4.836 -1.345
H 1.319 5.862 -0.435
H 0.099 4.858 -1.283
H -0.066 1.090 2.559
H -1.730 1.990 2.824
H -0.138 2.840 2.848
H -2.236 1.856 -2.740
H -2.879 2.481 -1.538
H -1.824 1.226 -1.152
*
```

Output
HOMO energy = -8.831 eV
LUMO energy = 0.0128 Eh
Frontier orbital gap = 0.3373 Eh
Max |F| = 11.8 eV/A
Structure (SMILES) = COP(=O)(OC)OC.COP(=O)(OC)OC.COP(=O)(OC)OC.COP(=O)(OC)OC.COP(=O)(OC)OC



# 2
The following is a quantum chemistry calculation of a cluster of 8 separate species, C15H46O15 in total at a distorted geometry, from OMol25.

```
! RIJCOSX wB97M-V def2-TZVPD def2/J DEFGRID3
* xyz 0 1
C 0.612 1.385 3.226
C 0.607 0.067 3.997
O 1.835 -0.136 4.694
O 1.480 1.334 2.113
H 0.962 2.181 3.891
H -0.418 1.572 2.922
H 0.518 -0.757 3.282
H -0.273 -0.046 4.636
H 1.822 0.387 5.502
H 2.393 1.416 2.403
C 2.544 4.751 1.087
C 2.134 3.868 -0.078
O 0.736 3.691 -0.075
O 2.489 6.143 0.823
H 3.583 4.492 1.295
H 1.931 4.498 1.955
H 2.638 2.903 0.076
H 2.506 4.244 -1.035
H 0.457 3.083 -0.771
H 1.571 6.411 0.928
C -2.861 -1.778 -3.322
C -4.102 -1.555 -2.503
O -3.991 -0.418 -1.641
O -2.734 -0.745 -4.310
H -2.876 -2.738 -3.848
H -1.992 -1.861 -2.658
H -4.365 -2.410 -1.880
H -4.969 -1.384 -3.153
H -3.929 0.365 -2.198
H -2.265 -1.163 -5.036
C 4.116 -2.357 3.137
C 3.661 -2.084 1.724
O 2.899 -3.178 1.217
O 3.042 -2.649 4.016
H 4.759 -1.560 3.528
H 4.753 -3.247 3.147
H 4.503 -1.921 1.057
H 2.973 -1.224 1.734
H 2.132 -3.328 1.780
H 2.583 -1.808 4.180
C 0.861 -2.637 -3.197
C 1.327 -2.475 -1.756
O 2.425 -3.343 -1.503
O 0.761 -4.010 -3.522
H 1.533 -2.137 -3.906
H -0.119 -2.169 -3.284
H 0.492 -2.811 -1.126
H 1.584 -1.451 -1.477
H 2.587 -3.335 -0.537
H 1.564 -4.416 -3.166
C -0.901 2.505 -4.290
C -0.296 1.383 -3.460
O 0.695 1.915 -2.578
O -1.609 3.455 -3.500
H -1.583 2.021 -5.003
H -0.152 3.061 -4.850
H 0.113 0.637 -4.147
H -1.069 0.954 -2.814
H 0.878 1.211 -1.933
H -2.231 2.943 -2.972
C -3.976 -0.861 3.114
C -3.497 -0.428 1.748
O -3.174 -1.529 0.927
O -4.063 0.233 4.008
H -3.237 -1.540 3.550
H -4.914 -1.426 3.143
H -2.606 0.199 1.894
H -4.259 0.221 1.295
H -3.321 -1.242 0.013
H -4.736 0.869 3.753
C -0.401 -0.147 -0.137
O 0.958 0.160 -0.338
H -0.796 -0.671 -1.010
H -0.565 -0.840 0.695
H -1.033 0.735 0.016
H 1.297 0.520 0.507
*
```

Output
HOMO energy = -9.710 eV
LUMO energy = 0.0048 Eh
Frontier orbital gap = 0.3617 Eh
Max |F| = 1.2 eV/A
Structure (SMILES) = OCCO.OCCO.OCCO.OCCO.OCCO.OCCO.OCCO.CO



# 3
The following is a quantum chemistry calculation of a structure of composition C15H47Li2N12O18 at a distorted geometry, from OMol25.

```
! RIJCOSX wB97M-V def2-TZVPD def2/J DEFGRID3
* xyz -2 2
Li -0.509 -3.340 3.347
Li -2.563 -2.532 1.986
C 1.135 -0.955 0.607
C 1.350 0.218 -0.101
C 0.278 1.239 -0.354
O 0.418 2.331 -1.024
C -1.004 1.017 0.058
C -1.360 -0.258 0.759
C -0.203 -1.327 1.049
O -0.463 -2.431 1.580
O -2.500 -0.494 1.104
O 2.546 0.400 -0.527
H 1.889 -1.707 0.789
H -1.785 1.762 0.020
O -2.201 -2.203 3.883
H -2.620 -3.079 3.777
O 1.603 4.396 -3.500
H 1.480 3.450 -3.420
H 2.553 4.516 -3.495
O -2.246 1.414 3.525
H -1.720 2.147 3.204
H -3.107 1.545 3.129
O -0.668 3.480 1.839
H -0.214 3.086 1.095
H -1.410 3.943 1.449
O 3.406 -2.003 -2.220
H 2.682 -2.592 -2.004
H 3.152 -1.162 -1.840
O 1.073 1.668 -4.201
H 0.430 1.211 -3.660
H 1.915 1.299 -3.937
O 3.610 1.187 -3.017
H 3.246 0.873 -2.189
H 4.167 1.925 -2.769
C 2.635 -2.794 4.041
O 1.429 -2.912 4.163
N 3.425 -3.338 4.860
N 3.216 -2.136 3.125
H 4.435 -3.328 4.864
H 3.031 -3.941 5.568
H 4.176 -1.916 3.346
H 2.687 -1.493 2.553
C -5.030 -1.197 -1.316
O -5.735 -1.550 -2.234
N -5.410 -0.793 -0.131
N -3.727 -1.004 -1.466
H -6.402 -0.663 0.007
H -4.608 -0.477 0.396
H -3.199 -0.740 -0.647
H -3.218 -1.246 -2.305
C -2.388 -5.749 1.723
O -2.357 -4.611 2.192
N -1.340 -6.500 1.597
N -3.467 -6.264 1.181
H -0.463 -6.159 1.963
H -1.415 -7.408 1.162
H -3.367 -7.122 0.658
H -4.391 -5.880 1.323
C 2.425 5.338 0.211
O 2.921 6.239 0.921
N 1.412 5.482 -0.548
N 2.810 4.066 0.280
H 0.908 6.355 -0.494
H 1.106 4.702 -1.112
H 3.562 3.875 0.927
H 2.143 3.459 -0.174
C 0.292 -4.332 -2.284
O 0.586 -4.297 -3.492
N -0.528 -3.452 -1.734
N 0.577 -5.367 -1.557
H -0.715 -3.431 -0.742
H -0.913 -2.719 -2.314
H 0.310 -5.545 -0.599
H 1.061 -6.137 -1.995
C 5.873 1.398 0.541
O 6.995 1.688 0.756
N 5.125 0.575 1.170
N 5.209 1.803 -0.508
H 5.498 0.208 2.034
H 4.136 0.713 1.015
H 4.275 1.423 -0.576
H 5.317 2.804 -0.576
C -3.989 2.475 -1.976
C -3.626 3.790 -1.300
C -2.466 4.591 -1.897
O -4.635 4.745 -1.505
H -3.112 1.829 -2.017
H -4.334 2.614 -3.001
H -4.742 1.893 -1.443
H -3.541 3.722 -0.216
H -1.626 3.900 -1.826
H -2.292 5.455 -1.256
H -2.704 4.761 -2.947
H -4.192 5.578 -1.330
*
```

Output
HOMO energy (spin up / spin down) = 0.245 / -1.657 eV
LUMO energy (spin up / spin down) = 0.0922 / 0.0903 Eh
Frontier orbital gap (spin up / spin down) = 0.0832 / 0.1512 Eh
Max |F| = 8.2 eV/A